[1]
ORCA calculation (ωB97M-V/def2-TZVPD) on C25H43MnN3Si2 as an isolated structure.

Element x y z (Å)
Mn (0.540, -0.582, -0.312)
C (0.882, 0.910, -3.866)
Si (-0.885, 0.415, -3.416)
C (-1.846, 2.064, -3.388)
C (-1.459, -0.612, -4.914)
N (-0.934, -0.430, -1.932)
C (-2.081, -1.062, -1.482)
C (-3.347, -0.896, -2.070)
C (-4.486, -1.546, -1.617)
C (-4.388, -2.407, -0.539)
C (-3.155, -2.592, 0.073)
C (-1.992, -1.931, -0.344)
N (-0.769, -2.058, 0.291)
Si (-0.316, -2.982, 1.663)
C (0.855, -1.865, 2.671)
C (0.676, -4.546, 1.231)
C (-1.623, -3.663, 2.870)
H (0.901, 1.352, -4.866)
H (1.547, 0.043, -3.869)
H (1.274, 1.651, -3.168)
H (-1.623, 2.679, -4.265)
H (-1.555, 2.629, -2.498)
H (-2.927, 1.920, -3.346)
H (-1.344, -0.050, -5.845)
H (-2.501, -0.928, -4.835)
H (-0.846, -1.514, -4.988)
H (-3.437, -0.214, -2.906)
H (-5.437, -1.382, -2.111)
H (-5.265, -2.923, -0.165)
H (-3.095, -3.266, 0.916)
H (1.512, -1.329, 1.977)
H (1.495, -2.433, 3.353)
H (0.313, -1.118, 3.255)
H (1.648, -4.290, 0.805)
H (0.146, -5.170, 0.507)
H (0.849, -5.144, 2.130)
H (-2.345, -2.912, 3.198)
H (-1.126, -4.061, 3.758)
H (-2.176, -4.485, 2.409)
C (1.985, -1.936, -0.982)
H (2.295, -1.699, -2.001)
H (1.533, -2.927, -1.002)
H (2.880, -1.982, -0.356)
C (-2.678, 0.964, 2.252)
C (-1.290, 1.548, 2.215)
C (-0.848, 2.424, 3.203)
C (0.437, 2.951, 3.125)
C (0.900, 3.968, 4.138)
C (1.304, 2.560, 2.114)
C (0.921, 1.633, 1.118)
C (-0.435, 1.209, 1.186)
N (1.680, 1.074, 0.125)
C (2.987, 1.621, -0.250)
C (3.519, 0.793, -1.428)
C (2.837, 3.074, -0.733)
C (4.065, 1.511, 0.850)
H (-3.301, 1.489, 2.977)
H (-2.633, -0.091, 2.534)
H (-3.158, 1.011, 1.274)
H (-1.515, 2.711, 4.009)
H (0.198, 4.037, 4.969)
H (0.979, 4.956, 3.678)
H (1.882, 3.709, 4.537)
H (2.292, 2.990, 2.127)
H (-0.875, 0.666, 0.346)
H (2.709, 0.577, -2.117)
H (3.922, -0.156, -1.073)
H (4.306, 1.339, -1.951)
H (2.134, 3.100, -1.568)
H (3.798, 3.469, -1.072)
H (2.453, 3.724, 0.052)
H (3.995, 0.530, 1.324)
H (3.986, 2.270, 1.623)
H (5.053, 1.612, 0.394)

Summary:
- gap between HOMO and LUMO (spin up / spin down) (eV) = 5.81 / 6.31
- charge = -1
- multiplicity = 5

---

[2]
ORCA calculation (ωB97M-V/def2-TZVPD) on a 2-piece molecular cluster, C3H9NS overall.

Element x y z (Å)
C (1.757, -2.894, -0.114)
N (2.855, -3.227, 0.402)
H (1.381, -3.272, -1.061)
H (1.222, -2.048, 0.313)
H (3.160, -2.723, 1.224)
C (-0.603, 0.957, 1.072)
S (-1.780, 0.546, -0.316)
C (-1.726, 2.144, -1.194)
H (0.249, 0.317, 0.857)
H (-0.256, 1.974, 0.906)
H (-1.082, 0.880, 2.036)
H (-2.103, 2.039, -2.210)
H (-0.712, 2.527, -1.317)
H (-2.363, 2.781, -0.597)

Summary:
- SMILES = C=N.CSC
- gap between HOMO and LUMO (eV) = 9.54

---

[3]
ORCA calculation (ωB97M-V/def2-TZVPD) on C13H19GdIN5O2 as an isolated structure.

Element x y z (Å)
C (-2.904, -1.002, -5.391)
I (-1.943, 0.598, -4.808)
H (-3.153, -1.603, -4.512)
H (-2.287, -1.533, -6.117)
H (-3.808, -0.638, -5.883)
C (0.832, 3.053, 2.488)
C (0.014, 3.793, 1.716)
N (-0.500, 2.975, 0.725)
C (0.016, 1.721, 0.820)
N (0.817, 1.763, 1.960)
H (1.439, 3.307, 3.341)
H (-0.230, 4.834, 1.761)
C (2.055, -2.731, -1.601)
C (1.244, -1.644, 0.220)
N (2.160, -1.614, -0.783)
H (0.658, -4.424, -1.438)
N (0.548, -2.816, 0.000)
H (2.694, -2.883, -2.448)
Gd (-0.397, -0.404, 1.236)
C (-2.415, -0.021, -0.404)
O (-3.567, -0.169, -0.550)
C (1.052, -3.488, -1.105)
C (-0.586, -3.295, 0.781)
H (-0.652, -4.395, 0.736)
H (-1.544, -2.909, 0.372)
H (-0.497, -3.005, 1.848)
C (3.072, -0.501, -0.971)
H (3.692, -0.684, -1.852)
H (3.730, -0.361, -0.095)
H (2.498, 0.434, -1.111)
C (1.753, 0.745, 2.415)
H (2.768, 1.190, 2.471)
H (1.818, -0.149, 1.725)
H (1.506, 0.401, 3.433)
C (-1.437, 3.416, -0.288)
H (-1.036, 3.197, -1.290)
H (-1.605, 4.494, -0.179)
H (-2.389, 2.876, -0.170)
O (-1.189, 1.221, 5.263)
C (-1.138, 0.489, 4.331)
N (-1.089, -0.236, 3.353)

Summary:
- gap between HOMO and LUMO (spin up / spin down) (eV) = 2.35 / 8.16
- charge = -2
- multiplicity = 8

---

[4]
ORCA calculation (ωB97M-V/def2-TZVPD) on a single C2H5OP molecule.

Element x y z (Å)
O (1.252, -0.988, 0.265)
C (0.213, -0.430, -0.395)
C (-0.050, 1.013, -0.291)
P (-1.563, -0.062, 0.308)
H (0.999, -1.844, 0.660)
H (0.075, -0.812, -1.373)
H (0.426, 1.751, 0.347)
H (-0.247, 1.685, -1.187)
H (-1.105, -0.313, 1.665)

Summary:
- SMILES = O[C@@H]1CP1
- gap between HOMO and LUMO (eV) = 10.00

---

[5]
ORCA calculation (ωB97M-V/def2-TZVPD) on a 16-piece molecular cluster, C4H39NO16 overall.

Element x y z (Å)
O (-0.400, 0.522, -1.735)
C (0.033, -0.043, -0.733)
C (1.372, -0.710, -0.663)
C (1.994, -0.528, 0.634)
C (1.435, -1.401, 1.901)
N (2.387, -1.820, 2.868)
H (-0.517, -0.123, 0.199)
H (0.982, -1.840, -0.675)
H (1.964, -0.524, -1.446)
H (2.082, 0.517, 0.859)
H (3.029, -0.849, 0.547)
H (0.991, -0.428, 2.399)
H (0.604, -2.007, 1.521)
H (3.036, -1.100, 3.184)
H (2.517, -2.629, 3.422)
H (-0.168, 2.550, 2.566)
H (-0.498, 3.326, 1.294)
O (0.068, 3.449, 2.068)
H (3.685, 1.043, -1.280)
H (3.886, 1.776, -2.571)
O (4.137, 0.982, -2.078)
H (-4.965, 1.079, -0.473)
H (-3.459, 1.572, -0.273)
O (-4.178, 0.928, 0.007)
H (-1.958, 2.012, -0.979)
H (-2.614, 3.438, -1.249)
O (-2.014, 2.944, -0.695)
H (-2.191, -1.359, -0.823)
H (-1.888, -2.558, 0.249)
O (-1.511, -1.917, -0.351)
H (-3.669, -0.162, 1.296)
H (-3.356, -1.650, 1.102)
O (-3.389, -1.056, 1.772)
H (-1.988, 0.544, 3.564)
H (-1.575, -0.379, 2.307)
O (-1.274, 0.300, 2.983)
H (0.948, -1.998, -3.813)
H (2.531, -1.920, -3.846)
O (1.901, -2.602, -3.723)
H (2.859, 0.831, 3.999)
H (3.300, 1.201, 2.534)
O (3.380, 0.553, 3.255)
H (1.333, 3.765, -2.137)
H (0.621, 2.292, -2.761)
O (0.845, 3.262, -2.843)
H (-1.921, -3.390, -1.913)
H (-1.594, -2.713, -3.169)
O (-2.316, -3.101, -2.719)
H (-0.748, -1.929, 3.092)
H (-0.423, -1.655, 4.508)
O (-0.728, -2.392, 3.869)
H (0.218, -0.122, -4.858)
H (-0.046, -0.029, -3.303)
O (0.048, -0.657, -4.108)
H (-4.278, -1.070, -2.070)
H (-3.040, -1.545, -2.283)
O (-3.424, -0.831, -1.811)
H (3.284, 3.866, 1.194)
H (1.959, 3.180, 1.376)
O (2.702, 3.106, 0.814)

Summary:
- gap between HOMO and LUMO (eV) = 7.68

---

[6]
ORCA calculation (ωB97M-V/def2-TZVPD) on a 3-piece molecular cluster, C5H12O2 overall.

Element x y z (Å)
C (3.064, -0.902, 0.811)
O (1.782, -0.324, 0.874)
C (1.633, 0.713, -0.054)
C (0.217, 1.240, 0.012)
O (-0.147, 2.179, -0.654)
H (3.845, -0.160, 1.037)
H (3.262, -1.326, -0.185)
H (3.099, -1.700, 1.555)
H (1.821, 0.367, -1.085)
H (2.333, 1.543, 0.144)
H (-0.465, 0.698, 0.698)
H (-0.514, -2.033, -0.324)
H (0.079, -1.751, 0.027)
C (-3.247, -0.371, -0.760)
C (-3.162, 0.955, -0.780)
H (-2.615, -0.995, -1.389)
H (-3.958, -0.891, -0.122)
H (-3.801, 1.575, -0.155)
H (-2.446, 1.479, -1.407)

Summary:
- SMILES = COCC=O.[H][H].C=C
- gap between HOMO and LUMO (eV) = 10.96

---

[7]
ORCA calculation (ωB97M-V/def2-TZVPD) on C12H13F3NO5S as an isolated structure.

Element x y z (Å)
C (0.260, 0.756, -2.162)
C (-0.464, -0.418, -1.698)
C (-1.858, -0.588, -1.171)
C (-2.919, -1.325, -2.033)
C (-4.203, -0.506, -2.095)
C (-4.679, -0.249, -0.683)
O (-3.686, 0.536, 0.044)
C (-2.421, 0.625, -0.449)
O (-1.784, 1.653, -0.275)
O (0.219, -1.518, -1.550)
H (-0.410, 1.610, -2.183)
H (1.132, 0.988, -1.534)
H (0.637, 0.552, -3.174)
H (-2.586, -1.503, -3.062)
H (-3.136, -2.298, -1.577)
H (-4.015, 0.439, -2.617)
H (-4.991, -1.028, -2.637)
H (-5.612, 0.332, -0.681)
H (-4.829, -1.194, -0.125)
F (1.264, -3.581, -1.105)
C (0.839, -3.076, 0.075)
F (0.631, -4.094, 0.939)
F (1.809, -2.250, 0.567)
S (-0.797, -2.157, -0.159)
N (2.394, 1.009, 2.066)
C (3.259, 1.800, 1.365)
O (3.176, 2.133, 0.179)
C (4.439, 2.268, 2.233)
C (4.181, 1.619, 3.572)
C (2.883, 0.787, 3.331)
O (2.435, 0.050, 4.205)
H (5.399, 1.942, 1.822)
H (4.438, 3.356, 2.329)
H (5.010, 0.969, 3.885)
H (3.985, 2.361, 4.357)

Summary:
- gap between HOMO and LUMO (eV) = 6.25
- charge = -1

---

Number 1: maximum force 1.5 eV Å⁻¹. Number 2: maximum force 1.7 eV Å⁻¹. Number 3: maximum force 3.9 eV Å⁻¹. Number 4: maximum force 2.0 eV Å⁻¹. Number 5: maximum force 6.3 eV Å⁻¹. Number 6: maximum force 0.5 eV Å⁻¹. Number 7: maximum force 3.0 eV Å⁻¹.